Here is the molecule C2H5NOS at a distorted geometry from OMol25. Energies are from ωB97M-V/def2-TZVPD.

Last column: Mulliken charge in e.
CARTESIAN COORDINATES (ANGSTROEM)
O (-0.45, -1.51, 0.46)  -0.27
H (-1.64, 0.04, 0.83)  0.25
H (-0.55, 2.01, -0.22)  0.31
H (1.19, 1.31, 0.11)  0.24
S (0.19, 0.10, -1.75)  -0.03
H (1.22, -1.38, -0.55)  0.29
H (0.13, 0.01, 1.58)  0.24
C (-0.51, -0.08, 0.65)  -0.38
N (0.32, -1.56, -0.87)  -0.30
C (0.11, 1.05, -0.25)  -0.36

Calculated values
- Relative energy (zero: lowest compared OMol25 entry of this formula, charge and spin): 434.3 kJ/mol
- F_max: 5.10 eV Å⁻¹
- Structure (SMILES): C1CSNO1
- Kohn-Sham gap: 9.914 eV